# 1
Entry from the OMol25 dataset: C61H88AuO6SbSeSi as an isolated structure (ωB97M-V/def2-TZVPD).

Computed properties:
Gap between HOMO and LUMO (alpha / beta): 7.2 / 5.3 eV
⟨S²⟩: 2.0456
E_LUMO (alpha / beta): -0.38 / -2.42 eV
E_HOMO (alpha / beta): -7.6 / -7.8 eV
Spin multiplicity: 3

Positions of all 159 atoms, in Å:
Au -0.160306 -0.081155 0.093604
C -3.830149 3.289350 5.892808
C -4.287232 1.932330 5.332924
C -4.739399 1.024902 6.489651
C -5.476281 2.173246 4.401123
C -3.126589 1.269325 4.605782
C -3.228097 0.799337 3.310398
C -2.124618 0.264304 2.661402
Se -2.381559 -0.482322 0.963137
C -0.536049 1.853756 -0.054381
C -1.504970 2.765815 0.281145
C -1.330898 4.094805 -0.135480
C -0.163056 4.430103 -0.822400
C 0.840456 3.526892 -1.185693
C 0.594634 2.196898 -0.807598
O 1.299468 1.072631 -1.121709
C 2.099831 4.057297 -1.888455
C 1.708380 4.633933 -3.257472
C 2.711225 5.164493 -1.014570
C 3.182662 2.991938 -2.112143
C -2.376681 5.173083 0.159027
C -2.773612 5.882812 -1.144653
C -1.780050 6.197338 1.137824
C -3.646815 4.589303 0.782087
C -0.792455 0.258215 3.292058
O 0.223196 0.018540 2.613342
C -0.753074 0.583291 4.726595
C -1.890990 1.087398 5.286477
C 0.452188 0.383507 5.668534
C 0.031107 -0.642454 6.738531
C 1.727550 -0.150016 5.009605
C 0.804749 1.717426 6.345847
H -4.673602 3.795570 6.371646
H -3.452160 3.931012 5.090018
H -3.038793 3.179343 6.638045
H -5.557525 1.500341 7.039755
H -3.923867 0.833331 7.192396
H -5.092863 0.062047 6.108585
H -6.273428 2.679966 4.949779
H -5.881912 1.233298 4.016916
H -5.192348 2.804212 3.552945
H -4.161892 0.849022 2.762498
H -2.368843 2.466982 0.857448
H -0.013179 5.472512 -1.093036
H 0.921456 5.389616 -3.169236
H 1.348931 3.837990 -3.918541
H 2.578538 5.100631 -3.730781
H 2.039412 6.021142 -0.906830
H 3.643553 5.520375 -1.463638
H 2.934869 4.779509 -0.015732
H 2.853860 2.216766 -2.804978
H 3.468998 2.508428 -1.174706
H 4.070967 3.470384 -2.536683
H -1.919464 6.372732 -1.618971
H -3.531737 6.646221 -0.941537
H -3.193263 5.164172 -1.854469
H -0.887695 6.671796 0.720520
H -1.497352 5.708497 2.075187
H -2.512410 6.980740 1.363250
H -4.080300 3.808809 0.149240
H -4.390210 5.383555 0.896043
H -3.453536 4.168805 1.775149
H -1.857123 1.356448 6.337601
H -0.248952 -1.589889 6.268146
H -0.819843 -0.289180 7.327458
H 0.865094 -0.827939 7.421818
H 1.546172 -1.083998 4.479022
H 2.472429 -0.332288 5.790560
H 2.140568 0.564868 4.298550
H -0.022735 2.111092 6.942152
H 1.077767 2.467098 5.597659
H 1.659878 1.572029 7.012152
C -1.867051 2.750226 -3.181419
C -1.866363 2.092328 -4.541383
C -2.634774 2.610350 -5.583289
C -2.657235 2.000174 -6.830367
C -1.906094 0.854779 -7.059602
C -1.130900 0.328298 -6.034685
C -1.110495 0.946599 -4.785652
Sb 0.152280 0.025118 -3.279378
C 1.977514 0.266015 -4.378481
C 2.023456 1.218138 -5.396125
C 3.215466 1.472816 -6.063777
C 4.357197 0.765592 -5.716858
C 4.310586 -0.171004 -4.692292
C 3.132584 -0.419094 -3.990905
C 3.119071 -1.348054 -2.815270
C -0.512568 -1.941034 -3.800761
C 0.318700 -2.771472 -4.545289
C -0.154774 -3.992439 -5.007282
C -1.447811 -4.384563 -4.698095
C -2.269482 -3.552119 -3.946492
C -1.821885 -2.313947 -3.490657
C -2.749599 -1.397189 -2.735013
H -2.459894 3.664718 -3.189430
H -0.852607 3.006633 -2.860301
H -2.284929 2.080599 -2.421344
H -3.223548 3.504896 -5.412072
H -3.262063 2.420333 -7.625657
H -1.918369 0.372004 -8.029189
H -0.540353 -0.564106 -6.215820
H 1.133422 1.770053 -5.672281
H 3.246957 2.221145 -6.848166
H 5.291436 0.953183 -6.233789
H 5.211383 -0.712277 -4.417193
H 4.100921 -1.790920 -2.653203
H 2.391252 -2.160925 -2.909449
H 2.841780 -0.788249 -1.919615
H 1.330895 -2.458938 -4.786573
H 0.486675 -4.632288 -5.602874
H -1.820249 -5.343422 -5.040609
H -3.283072 -3.862701 -3.713057
H -3.682183 -1.900416 -2.482509
H -2.993185 -0.516592 -3.338549
H -2.291665 -1.053212 -1.806318
C 0.024847 -5.812534 2.869992
C -0.506622 -4.580439 2.144426
C -0.306801 -3.346637 3.022306
C -1.979335 -4.757709 1.800388
O 0.206699 -4.472619 0.914331
Si 1.188745 -3.329849 0.262184
O 0.445152 -2.011128 -0.252936
O 2.343415 -3.136223 1.423193
C 3.560866 -2.386097 1.526820
C 4.138350 -2.720980 2.891772
C 3.265758 -0.890383 1.422220
C 4.568556 -2.793866 0.444832
O 1.827359 -4.029807 -1.097233
C 2.137244 -5.410247 -1.393197
C 2.797562 -6.131250 -0.213746
C 0.860802 -6.152574 -1.796740
C 3.098078 -5.366388 -2.575417
H -0.542217 -5.992170 3.787111
H 1.077306 -5.661025 3.125208
H -0.056135 -6.692669 2.226721
H -0.950286 -3.385672 3.904888
H -0.545560 -2.451715 2.449100
H 0.740297 -3.278383 3.337014
H -2.574915 -4.885610 2.709660
H -2.110294 -5.637732 1.164411
H -2.339515 -3.878276 1.257289
H 3.502687 -2.331001 3.691154
H 5.142553 -2.300994 2.997246
H 4.196320 -3.807797 2.996454
H 2.399848 -0.637004 2.036082
H 3.030982 -0.621394 0.390736
H 4.125080 -0.302480 1.754468
H 5.046091 -3.746463 0.687320
H 5.349840 -2.032968 0.366018
H 4.062534 -2.888003 -0.517870
H 2.079816 -6.261856 0.599740
H 3.640440 -5.552738 0.164228
H 3.158206 -7.112457 -0.532820
H 0.143705 -6.122235 -0.975141
H 1.090484 -7.195452 -2.040383
H 0.408889 -5.669867 -2.664281
H 4.019534 -4.841056 -2.301298
H 2.630194 -4.835811 -3.411220
H 3.352989 -6.379844 -2.896712

Forces on atoms 1 to 2 (eV/Å):
Au -0.589 -0.335 -0.572
C 0.035 0.038 -0.029


# 2
Entry from the OMol25 dataset: C62H47N2P3PbS2Si as an isolated structure (ωB97M-V/def2-TZVPD).

Computed properties:
Gap between HOMO and LUMO: 6.7 eV
E_LUMO: 0.05 eV
E_HOMO: -6.6 eV
Energy relative to the best compared isomer or geometry (same formula, charge and spin): 0.0 kJ/mol
Spin multiplicity: 1

Positions of all 118 atoms, in Å:
Pb 1.477020 0.507936 -1.686950
C 3.157369 0.513357 3.016310
C 3.288452 0.995915 1.774229
C 3.393870 0.052654 0.656709
C 1.892622 -1.816206 1.354316
C 2.723651 -2.090649 2.591434
C 3.255537 -0.909657 3.401351
P 0.533122 -2.990318 0.926761
C 0.521140 -3.961262 2.492036
C 1.135242 -5.207649 2.448636
C 1.250486 -5.987263 3.595699
C 0.741131 -5.526116 4.797183
C 0.110187 -4.286144 4.849483
C 0.002222 -3.514554 3.707158
C -1.180900 -2.270040 1.001273
C -2.069201 -3.241832 1.488623
C -3.424801 -3.024021 1.633519
C -3.935729 -1.786959 1.295788
C -3.086847 -0.844082 0.745446
C -1.712723 -1.049077 0.524737
Si -1.024073 0.310975 -0.669782
C -1.549219 -0.167769 -2.487970
C -2.374411 0.629987 -3.296565
C -2.632646 0.335130 -4.624115
C -2.079296 -0.793422 -5.213135
C -1.240805 -1.591019 -4.459460
C -0.946849 -1.267986 -3.133635
P 0.074255 -2.353144 -2.091953
C 1.547183 -2.861540 -3.042348
C 1.925697 -2.305677 -4.263489
C 3.134147 -2.651553 -4.851186
C 3.985256 -3.550103 -4.226484
C 3.631097 -4.088843 -2.998198
C 2.427990 -3.739297 -2.405814
C -0.997817 -3.841055 -2.080164
C -0.541461 -5.128081 -2.348190
C -1.409313 -6.211036 -2.283954
C -2.741723 -6.022076 -1.953041
C -3.205062 -4.740851 -1.688261
C -2.341367 -3.660161 -1.749679
C -1.967015 1.918244 -0.204613
C -3.275795 2.170664 -0.646954
C -3.952106 3.337844 -0.341472
C -3.343510 4.302219 0.449332
C -2.073936 4.064391 0.938839
C -1.382808 2.892876 0.621999
P 0.263372 2.539956 1.351140
C 1.021364 4.202410 1.476227
C 1.828598 4.553235 2.556783
C 2.512924 5.760507 2.570572
C 2.402003 6.637840 1.503344
C 1.606570 6.297537 0.418412
C 0.930289 5.088421 0.400501
C -0.214404 2.211729 3.094270
C -0.654157 3.197245 3.978846
C -1.027438 2.877850 5.272529
C -0.973685 1.559851 5.703579
C -0.547232 0.569216 4.834988
C -0.167615 0.891898 3.536959
H 3.034284 1.209484 3.839578
H 3.325311 2.062406 1.582163
H 4.200520 0.123219 -0.064653
H 2.455263 -2.954897 3.179071
H 3.265821 -1.080377 4.472538
H 1.529501 -5.572956 1.506893
H 1.731951 -6.955583 3.543315
H 0.824617 -6.130267 5.691668
H -0.296953 -3.924608 5.785841
H -0.494217 -2.555327 3.748970
H -1.691144 -4.216858 1.760499
H -4.061503 -3.813557 2.012495
H -4.985365 -1.556818 1.431046
H -3.526911 0.097382 0.464704
H -2.840139 1.512027 -2.890467
H -3.281213 0.986155 -5.197864
H -2.301292 -1.046836 -6.241802
H -0.814216 -2.487085 -4.894703
H 1.291284 -1.578698 -4.751697
H 3.412802 -2.206612 -5.798009
H 4.928376 -3.816322 -4.686242
H 4.299997 -4.771816 -2.489623
H 2.175228 -4.132623 -1.427821
H 0.489727 -5.299626 -2.621187
H -1.037430 -7.204586 -2.501365
H -3.417164 -6.866877 -1.906542
H -4.243611 -4.577621 -1.428002
H -2.720206 -2.667446 -1.536815
H -3.800361 1.421244 -1.225677
H -4.958501 3.490061 -0.712653
H -3.860496 5.221916 0.692763
H -1.598654 4.808168 1.564062
H 1.923626 3.881486 3.402674
H 3.132219 6.014183 3.421966
H 2.934183 7.580527 1.514996
H 1.512887 6.973112 -0.422488
H 0.314537 4.837134 -0.453522
H -0.690023 4.230180 3.657990
H -1.360397 3.657444 5.946313
H -1.265366 1.307593 6.715405
H -0.507278 -0.456153 5.172690
H 0.168984 0.115949 2.856537
S 3.420633 2.548566 -1.270070
C 2.286296 3.441832 -2.170887
N 1.057790 3.039651 -2.387621
C 0.318722 4.003278 -3.056936
C -1.041618 3.928176 -3.342367
C -1.651817 4.986515 -3.987887
C -0.925351 6.122408 -4.351509
C 0.423552 6.219592 -4.059591
C 1.036549 5.157063 -3.406056
S 2.675209 5.005010 -2.849794
H -1.597866 3.055272 -3.040469
H -2.710923 4.938330 -4.208455
H -1.423260 6.939620 -4.857056
H 0.985694 7.105526 -4.325972
N 4.128857 -1.762257 2.590462
C 2.471076 -0.909545 0.586585
H 4.648965 -2.415627 3.163025

Forces on atoms 1 to 2 (eV/Å):
Pb 0.245 0.116 -0.215
C -0.054 0.080 -0.077


# 3
Entry from the OMol25 dataset: a 6-piece molecular cluster, C62H48Cl2FN4O25PS3 overall in a non-equilibrium geometry (ωB97M-V/def2-TZVPD).

Computed properties:
Gap between HOMO and LUMO: 5.9 eV
E_LUMO: -2.27 eV
E_HOMO: -8.2 eV
Spin multiplicity: 1

Positions of all 146 atoms, in Å:
C -7.827172 4.341979 -1.624638
C -6.542762 3.707170 -2.422463
C -5.075552 4.081824 -1.717460
Cl -4.397529 5.707820 -2.373420
C -3.986115 2.853394 -1.803393
C -3.425584 2.080550 -0.435343
F -3.936646 2.567687 0.872538
C -2.363037 0.812262 -0.487379
C -1.779478 0.211131 -1.934098
C -2.309007 0.966392 -3.289064
C -1.833008 0.468711 -4.776769
C -0.965685 1.634858 -5.602773
C 0.655981 1.317237 -5.634622
N 1.342388 2.586776 -5.138362
C 2.069567 3.312978 -6.249836
C 1.982603 4.958467 -6.050752
C 0.643226 5.853772 -6.400899
C 0.638756 7.491031 -6.123778
C 1.964365 8.283015 -5.536007
C 3.312202 7.414462 -5.187523
C 3.302833 5.771458 -5.459961
O 4.582812 5.067102 -5.134016
C -3.383223 2.247489 -3.241084
S -4.047199 3.101125 -4.800318
C -0.765014 -1.079506 -1.866097
O -0.674686 -2.066089 -2.762144
C 0.199913 -1.164684 -0.502564
C -0.365590 -0.542049 0.941253
C 0.480219 -0.565348 2.347907
N -0.038209 -0.006771 3.669892
C 0.933581 0.938430 4.014095
S 1.693389 2.426111 4.450675
C 1.977080 -1.268568 2.394944
C 2.549605 -1.935372 0.972385
C 4.034332 -2.667306 1.096068
C 5.286047 -1.719339 0.624798
S 6.667746 -1.944483 1.924304
C 8.024375 -0.696006 1.586563
N 7.488596 0.639799 1.114705
N 8.606593 1.446785 0.956542
C 9.856539 0.615640 1.309409
O 9.500033 -0.784128 1.698126
C 1.682678 -1.861636 -0.455236
P 2.508150 -2.622400 -2.000597
O 2.300286 -1.449801 -3.285725
Cl 1.520045 -4.484811 -2.499538
C -1.888049 0.150006 0.968521
O -2.674067 0.133151 2.065265
H -8.701128 4.678481 -2.344706
H -7.456740 5.295482 -1.050246
H -8.270919 3.502593 -0.905992
H -6.623239 2.530277 -2.588480
H -6.567189 4.169328 -3.517310
H -5.284071 4.257827 -0.559451
H -1.296753 -0.570806 -4.808563
H -2.831548 0.338064 -5.417960
H -1.327661 1.548887 -6.734988
H -1.218290 2.724177 -5.257554
H 0.835376 0.378939 -4.958048
H 1.034754 1.046886 -6.722206
H 2.014110 2.274358 -4.374467
H 1.709949 3.039584 -7.334601
H 3.232045 3.048765 -6.186711
H -0.308720 5.323123 -6.837924
H -0.320219 8.117466 -6.388140
H 2.011746 9.458373 -5.346634
H 4.280806 7.919874 -4.733492
H 5.289250 5.785700 -5.195530
H -3.501132 4.419153 -4.904621
H 2.589815 -1.286538 3.400273
H 4.045701 -3.662425 0.452477
H 4.278026 -3.014138 2.212046
H 4.996300 -0.577582 0.478346
H 5.732671 -2.204475 -0.365544
H 10.970829 1.000923 1.295842
H 3.000915 -1.719088 -3.977880
C -2.234076 2.933581 -10.328949
C -2.875533 3.304660 -9.219194
C -3.216005 4.731549 -8.962870
O -3.822651 5.039715 -7.943053
C -2.798281 5.729575 -9.959890
C -2.153783 5.358689 -11.067910
C -1.837975 3.929003 -11.336977
O -1.260785 3.616880 -12.373119
O -1.755901 6.291719 -12.007772
O -3.248702 2.375035 -8.265958
H -1.982311 1.899702 -10.529023
H -3.036262 6.765031 -9.752683
H -1.312147 5.775793 -12.715872
H -3.697732 2.890276 -7.560850
C 14.166912 -1.133591 3.229785
C 12.943042 -1.528045 2.873036
C 12.338829 -2.771372 3.426839
O 11.204847 -3.098232 3.094786
C 13.144560 -3.571770 4.362125
C 14.369740 -3.178952 4.716062
C 14.962687 -1.921574 4.183571
O 16.083965 -1.577101 4.541665
O 15.133490 -3.927791 5.592486
O 12.190134 -0.793978 1.975040
H 14.617390 -0.230878 2.836722
H 12.700369 -4.482351 4.743274
H 15.976959 -3.434398 5.690588
H 11.344429 -1.284225 1.881664
C -3.895344 -2.980385 2.698965
C -5.046200 -3.248021 2.078786
C -5.853443 -4.448989 2.430456
O -6.916264 -4.658480 1.856403
C -5.329649 -5.352046 3.467146
C -4.177065 -5.086060 4.084757
C -3.384084 -3.870814 3.752355
O -2.337619 -3.643530 4.350194
O -3.677633 -5.931907 5.058055
O -5.531788 -2.417124 1.085843
H -3.299641 -2.109825 2.454871
H -5.917391 -6.230601 3.700466
H -2.835320 -5.521858 5.352790
H -6.377008 -2.823999 0.795436
C -0.934075 -0.212718 9.654246
C -0.937557 0.001609 8.337139
C -0.623763 1.342635 7.770733
O -0.616245 1.504452 6.555509
C -0.335552 2.437395 8.710434
C -0.335524 2.223670 10.027614
C -0.622151 0.876477 10.592456
O -0.596710 0.706736 11.806829
O -0.068175 3.248655 10.916505
O -1.232377 -1.016631 7.449226
H -1.158136 -1.182942 10.079432
H -0.126679 3.411078 8.286110
H -0.126749 2.842190 11.808612
H -1.167861 -0.611556 6.557020
C -8.272131 -8.699685 7.176898
C -7.378725 -8.362723 6.244695
C -7.785288 -8.133162 4.830607
O -6.944809 -7.806027 4.000192
C -9.202996 -8.316590 4.482674
C -10.095644 -8.656932 5.414335
C -9.693508 -8.859380 6.833289
O -10.539916 -9.153840 7.670573
O -11.429131 -8.833620 5.093729
O -6.040577 -8.213369 6.559614
H -7.990774 -8.867378 8.208904
H -9.481876 -8.164055 3.447929
H -11.870477 -9.074815 5.937256
H -5.600364 -7.966306 5.717326

Forces on atoms 1 to 2 (eV/Å):
C 0.135 -0.517 0.205
C 0.001 0.288 -1.457


> Number 1 is which compound?

C61H88AuO6SbSeSi